{"formula": "C7H15N5S", "method": "the ωB97M-V functional and the def2-TZVPD basis", "elements": ["C", "C", "C", "C", "C", "C", "C", "N", "N", "N", "N", "N", "S", "H", "H", "H", "H", "H", "H", "H", "H", "H", "H", "H", "H", "H", "H", "H"], "positions_angstrom": [[1.266, -1.165, -1.274], [1.743, -0.074, 0.980], [-0.229, 2.400, 0.213], [-1.192, 2.181, -0.951], [-1.401, 1.441, 0.294], [-0.534, -0.670, 0.330], [-3.073, -1.285, 0.695], [-0.062, -0.986, -0.985], [2.138, -0.507, -0.342], [0.496, -0.290, 1.259], [1.714, -1.548, -2.461], [2.667, 0.217, 1.867], [-1.462, -1.970, 0.937], [0.668, 1.785, 0.088], [-0.263, 3.356, 0.671], [-2.032, 2.845, -1.108], [-0.810, 1.875, -1.952], [-2.256, 1.280, 0.898], [-2.862, -0.950, -0.368], [-3.274, -0.472, 1.411], [-3.802, -2.141, 0.840], [-0.784, -1.518, -1.446], [3.177, -0.663, -0.512], [0.054, -0.167, 2.166], [1.222, -2.167, -3.108], [2.706, -1.470, -2.573], [3.763, 0.201, 1.687], [2.422, 0.459, 2.744]], "nbo_charge": [0.70, 0.68, -0.43, -0.47, -0.02, 0.02, -0.74, -0.58, -0.62, -0.55, -0.70, -0.72, 0.31, 0.19, 0.27, 0.27, 0.26, 0.23, 0.22, 0.23, 0.28, 0.46, 0.45, 0.47, 0.47, 0.43, 0.47, 0.43], "homo_ev": -15.70, "relative_energy_kcal_mol": 69.68, "homo_lumo_gap_ev": 8.1, "e_lumo_ha": -0.2789, "charge": 2}